1.
Density functional theory data (ωB97M-V/def2-TZVPD) for C2H2O3 as an isolated structure in a non-equilibrium geometry.

Cartesian coordinates (Å):
1 O 1.258 -0.667 -0.239
2 O 1.340 0.745 -0.384
3 O -0.462 -0.160 1.120
4 C -0.416 0.710 0.117
5 C -0.086 -0.724 -0.097
6 H -0.853 1.649 -0.076
7 H -0.781 -1.554 -0.440

Output
Energy relative to the best compared isomer or geometry (same formula, charge and spin) in eV: 6.373
LUMO level in eV: 0.818
HOMO energy in Eh: -0.3569
Calculated total energy in Eh: -302.8962
Maximum force in eV/A: 4.652

=====

2.
Density functional theory data (ωB97M-V/def2-TZVPD) for CoFNO2S2 as an isolated structure in a non-equilibrium geometry.

Cartesian coordinates (Å):
1 Co 0.556 -1.747 -0.518
2 S 1.562 0.872 -0.439
3 S -1.141 0.274 0.449
4 F 2.336 0.683 1.126
5 O -0.953 -1.297 0.460
6 O -2.406 0.616 -0.283
7 N 0.047 0.599 -0.795

Output
Energy relative to the best compared isomer or geometry (same formula, charge and spin) in eV: 1.078
LUMO level (spin up / spin down) in eV: -1.695 / -1.879
HOMO energy (spin up / spin down) in Eh: -0.3365 / -0.3384
Calculated total energy in Eh: -2484.0832
Spin multiplicity: 4
Maximum force in eV/A: 3.880

=====

3.
Density functional theory data (ωB97M-V/def2-TZVPD) for a 8-piece molecular cluster, C7H28BrN14O7 overall in a non-equilibrium geometry.

Cartesian coordinates (Å):
1 Br 8.413 -1.228 17.858
2 O 12.814 -0.300 24.594
3 O 9.967 -7.944 16.413
4 O 4.414 -5.115 13.599
5 O 11.888 0.786 11.327
6 O 1.741 2.455 19.997
7 O 11.628 4.667 17.775
8 O 9.013 -4.863 24.402
9 N 12.758 3.065 18.784
10 N 3.666 1.251 19.970
11 N 10.731 -1.053 11.837
12 N 11.322 1.062 23.783
13 N 12.053 -0.676 22.550
14 N 7.642 -3.350 23.751
15 N 10.968 0.469 13.296
16 N 2.691 1.834 18.157
17 N 3.630 -3.929 15.370
18 N 2.952 -5.884 14.962
19 N 13.422 5.070 18.845
20 N 8.149 -7.681 17.556
21 N 8.541 -4.537 22.293
22 N 9.000 -9.690 17.269
23 C 3.819 -4.994 14.638
24 C 8.399 -4.326 23.527
25 C 9.085 -8.390 17.054
26 C 11.243 0.118 12.056
27 C 12.529 4.256 18.465
28 C 2.600 1.829 19.429
29 C 12.090 0.015 23.688
30 H 10.633 -0.219 13.954
31 H 10.715 1.256 23.000
32 H 9.826 -10.250 17.115
33 H 4.527 -3.510 15.572
34 H 13.411 6.007 18.468
35 H 11.374 1.686 24.575
36 H 13.431 2.801 19.490
37 H 11.388 -0.678 21.790
38 H 11.218 1.410 13.566
39 H 8.309 -3.874 21.567
40 H 8.061 -6.715 17.273
41 H 12.102 2.368 18.461
42 H 14.198 4.620 19.310
43 H 3.110 -4.252 16.174
44 H 7.315 -8.186 17.819
45 H 4.322 0.725 19.411
46 H 1.940 2.388 17.771
47 H 10.662 -1.440 10.906
48 H 3.848 1.510 20.929
49 H 2.970 -6.655 14.310
50 H 7.193 -2.868 22.985
51 H 3.388 1.212 17.772
52 H 12.766 -1.382 22.437
53 H 10.423 -1.608 12.623
54 H 2.469 -5.761 15.841
55 H 8.222 -9.916 16.666
56 H 9.185 -5.287 22.084
57 H 7.658 -2.925 24.667

Output
Energy relative to the best compared isomer or geometry (same formula, charge and spin) in eV: 8.125
LUMO level in eV: 1.839
HOMO energy in Eh: -0.1761
Charge: -1
Calculated total energy in Eh: -4150.9772
Maximum force in eV/A: 8.221